Entry 1:
{"formula": "C32H51N15O4", "method": "ωB97M-V/def2-TZVPD", "species": ["O", "O", "O", "O", "N", "N", "N", "N", "N", "N", "N", "N", "N", "N", "N", "N", "N", "N", "N", "C", "C", "C", "C", "C", "C", "C", "C", "C", "C", "C", "C", "C", "C", "C", "C", "C", "C", "C", "C", "C", "C", "C", "C", "C", "C", "C", "C", "C", "C", "C", "C", "H", "H", "H", "H", "H", "H", "H", "H", "H", "H", "H", "H", "H", "H", "H", "H", "H", "H", "H", "H", "H", "H", "H", "H", "H", "H", "H", "H", "H", "H", "H", "H", "H", "H", "H", "H", "H", "H", "H", "H", "H", "H", "H", "H", "H", "H", "H", "H", "H", "H", "H"], "coordinates": [[2.65172, 2.15680, -1.30886], [4.30674, -0.83846, -5.25974], [5.88441, -0.78064, -0.72064], [1.10545, 4.60174, 3.35204], [3.51191, -1.04439, -3.15289], [2.70252, 2.80098, -3.48552], [0.93852, -5.07383, -0.03820], [-6.49284, -0.39051, 2.42268], [5.72388, -0.61482, -3.45231], [-1.45928, -5.06537, -2.95828], [0.69110, 2.39790, -2.45790], [-1.23459, 4.91808, -1.06178], [-3.97979, 2.40196, -2.98648], [5.05602, -2.21359, 0.83321], [3.17408, 3.70182, 3.25634], [1.72452, 3.37276, 1.51729], [0.47625, 1.46270, 5.12116], [-0.36937, 0.36607, 1.74038], [4.02369, -0.21044, 0.47665], [1.94887, 3.96039, 2.71811], [-5.85174, -0.27418, 1.22225], [-2.04102, 4.04585, 0.80731], [-1.46262, -3.44679, -1.45135], [1.62319, -6.18206, 0.36304], [-3.05843, 1.50198, -3.50278], [-4.64440, 1.72545, -2.00484], [-1.21936, 0.50249, 0.68421], [2.94874, -6.00710, 0.03949], [-1.27658, 5.18291, 1.13454], [5.08765, -1.02355, 0.20347], [2.06514, 2.51362, -2.33150], [-0.88968, 5.78270, -0.05009], [-4.64135, -0.89166, 1.30789], [1.80814, -4.23519, -0.68247], [-5.67579, -1.10460, 3.28731], [-4.26175, 0.39946, -1.98608], [0.46266, 0.23420, 5.75439], [3.05822, -4.82757, -0.70905], [-0.67359, -0.12486, -0.41549], [-4.52817, -1.49101, 2.58300], [-0.72701, 1.67550, 4.51333], [-3.34856, 0.25162, -3.06533], [-0.80263, -2.96144, -2.61703], [-2.01025, -4.68198, -1.76292], [-1.88828, 3.83611, -0.54958], [-1.55504, 0.61796, 4.81131], [0.66114, -0.41167, -0.07625], [-0.79229, -0.30158, 5.54624], [0.84656, -0.06756, 1.26291], [-0.87603, -3.97536, -3.53113], [4.51943, -0.82720, -4.04292], [-0.36393, 6.69292, -0.28093], [1.42365, -3.40831, -1.25546], [3.22927, -0.63489, 0.91203], [5.70769, -2.97085, 0.78177], [-3.90936, -1.00336, 0.52417], [-2.54834, 3.41577, 1.51989], [2.35343, 2.65492, 1.21345], [1.67469, -0.04152, 1.95194], [-2.16233, 3.01660, -1.19499], [-6.09317, -1.48935, 4.20381], [3.67133, -6.78871, 0.22092], [-2.43703, 1.71523, -4.36132], [5.80102, -0.54809, -2.42964], [-1.44186, -5.97924, -3.37052], [-2.20694, 0.88833, 0.88831], [1.22321, 2.12600, 5.21785], [3.69346, -0.97521, -2.17065], [1.36317, -0.07945, 6.25338], [-1.21218, -1.25307, 5.83450], [-0.32367, -2.01663, -2.81302], [0.15239, 2.06347, -1.67545], [-0.39523, -3.98487, -4.49717], [2.57271, -1.24201, -3.43621], [-1.55357, -2.91658, -0.51442], [3.98072, 0.69462, 0.03946], [2.26454, 3.08154, -4.34073], [-4.20499, 3.33387, -3.27262], [6.47949, -0.52605, -4.10680], [-0.60585, 0.71692, 2.66639], [-5.41427, 2.20987, -1.42338], [3.32781, 4.00865, 4.19772], [3.85655, 3.16202, 2.76020], [0.88671, 3.55269, 0.99147], [1.45990, -0.71695, -0.73382], [4.35429, -2.30363, 1.54718], [1.19475, -7.03941, 0.85582], [-1.20713, -0.37088, -1.31863], [-3.75333, -2.12305, 2.97981], [-2.59310, -5.33939, -1.13958], [-7.49029, -0.30050, 2.47254], [3.97790, -4.42140, -1.09761], [3.69569, 2.94722, -3.41417], [-1.01696, 2.62561, 4.09064], [-2.85127, -0.65982, -3.35705], [-6.50278, 0.18856, 0.49247], [0.25912, 3.05351, -3.08508], [-4.67242, -0.46298, -1.48829], [-2.61979, 0.53252, 4.66411], [-1.09570, 5.46976, 2.15759], [-0.05032, -4.95892, 0.08936], [-1.11781, 5.06088, -2.04639]], "atomic_forces_ev_per_a": [[0.006, 0.532, -0.286], [0.474, 0.009, 0.657], [-0.110, 0.170, 1.555], [0.490, -0.111, -0.454], [-0.306, -0.068, 0.772], [0.948, 0.720, -0.035], [0.455, -0.558, 0.035], [1.180, -0.728, 0.520], [-0.297, 0.110, -0.343], [-0.956, 0.592, -0.678], [0.485, 0.546, -0.308], [-0.078, -0.037, 0.169], [0.865, -1.335, 0.860], [-0.764, -0.069, 1.374], [0.212, -0.107, 0.013], [0.334, 0.132, 0.096], [-0.071, -0.722, 0.075], [0.462, 1.000, -0.990], [0.755, -0.202, 0.479], [-1.317, -0.075, 0.647], [-1.268, 0.376, 0.108], [0.801, -0.878, -0.503], [-0.949, 0.331, -0.201], [0.598, -0.042, 0.460], [-0.439, 0.531, -2.361], [-1.113, -0.411, 0.639], [-0.946, -1.212, 0.691], [-0.479, -1.349, -0.108], [-0.605, 0.878, -0.087], [0.241, -0.239, -2.553], [-0.744, -1.828, 0.662], [0.361, -0.542, 0.229], [0.653, -0.482, -0.770], [0.004, -0.033, -0.804], [-0.183, -0.977, -0.860], [-0.425, 0.165, -1.137], [-0.345, 0.541, -0.516], [-0.185, 0.805, 0.634], [-0.280, 0.764, 0.098], [-1.563, 1.044, 1.155], [-0.889, 0.838, 0.672], [0.810, 0.015, 1.365], [-0.342, -0.533, 0.056], [1.572, 0.060, 1.023], [-0.639, 0.048, 0.231], [0.240, 0.350, -0.004], [1.092, 0.075, 0.956], [0.246, -0.624, 0.392], [-0.929, -0.281, -0.096], [1.382, 0.088, -0.236], [-0.524, -0.066, -0.857], [0.079, -0.010, 0.177], [0.078, 0.203, 0.291], [-0.298, 0.348, 0.002], [0.371, 0.311, -0.546], [-0.051, 0.180, -0.033], [0.110, -0.194, -0.108], [-0.092, -0.008, -0.542], [0.140, -0.233, -0.166], [-0.285, 0.046, 0.082], [0.228, 0.225, 0.184], [0.240, 0.254, -0.045], [-0.041, 0.409, 0.130], [0.359, -0.102, -0.715], [-0.433, -0.030, -0.001], [-0.093, -0.152, -0.282], [-0.036, 0.163, -0.317], [-0.009, -0.004, 0.194], [-0.159, -0.318, 0.083], [0.452, -0.058, 0.322], [-0.047, 0.082, 0.228], [0.104, 0.103, 0.229], [-0.164, -0.342, -0.029], [0.090, 0.094, -0.375], [-0.304, 0.046, -0.075], [-0.322, -0.056, -0.303], [-0.265, -0.111, 0.027], [0.358, 0.140, -0.021], [0.199, 0.121, 0.329], [0.434, -0.142, -0.197], [0.111, 0.066, 0.008], [0.158, 0.034, -0.043], [0.203, 0.055, 0.125], [-0.111, 0.000, 0.171], [-0.109, -0.229, -0.049], [0.083, -0.299, 0.102], [-0.324, 0.250, 0.094], [0.142, 0.320, -0.168], [0.191, 0.141, -0.074], [0.085, -0.150, -0.092], [-0.001, 0.172, 0.471], [-0.181, 0.136, -0.242], [-0.038, -0.078, -0.040], [0.411, 0.061, -0.098], [0.072, 0.037, -0.028], [0.893, 0.045, -0.623], [-0.294, -0.188, 0.009], [-0.194, 0.400, 0.462], [0.073, 0.059, -0.485], [0.097, 0.470, -0.172], [-0.014, 0.317, -0.301], [0.184, 0.202, 0.015]], "lumo_energy_ha": 0.0099, "gap_ev": 8.188, "energy_ev": -64554.3196, "total_charge": 0, "largest_force_ha_per_bohr": 0.0501, "homo_energy_ev": -7.92}

Entry 2:
{"formula": "C2H3Cl2N3OS", "method": "ωB97M-V/def2-TZVPD", "species": ["Cl", "Cl", "S", "O", "N", "N", "N", "C", "C", "H", "H", "H"], "coordinates": [[1.56593, -2.39059, 0.27594], [-3.22146, -0.58071, -0.39964], [0.07846, 1.60940, 0.75156], [1.17622, 1.90372, -1.15243], [-0.71141, -1.19715, -0.14663], [-1.31768, 1.02790, 0.28835], [0.93636, 0.05787, 0.93550], [0.51705, -1.10363, 0.33164], [-1.66888, -0.19787, -0.05540], [-1.05559, -1.83250, -0.86036], [1.86075, 0.12417, 1.25784], [1.84022, 2.57938, -1.22636]], "atomic_forces_ev_per_a": [[-0.323, 0.257, -0.122], [-0.186, -0.047, -0.118], [1.642, -2.059, -3.523], [-3.119, -2.386, 2.486], [-1.774, 0.520, -0.921], [-0.232, 0.286, 0.137], [-2.794, -0.411, -1.383], [1.889, 1.634, 1.115], [1.505, 2.227, 0.734], [0.884, -1.345, 0.286], [1.766, -0.167, 0.657], [0.741, 1.492, 0.652]], "lumo_energy_ha": [-0.4359, -0.4355], "gap_ev": [7.949, 7.938], "energy_ev": -44497.2666, "total_charge": 2, "largest_force_ha_per_bohr": 0.0904, "homo_energy_ev": [-19.81, -19.79], "de_lowest_kcal_mol": 46.1}